# 1
This record from the OMol25 dataset describes 2 unconnected molecules or ions with the total composition C4H12NO in a non-equilibrium geometry. The level of theory is the ωB97M-V functional and the def2-TZVPD basis.

Structure (XYZ):
```
18
Properties=species:S:1:pos:R:3:mulliken_charge:R:1
C -1.5353 -0.7244 0.5978 -0.614
N -1.7922 0.4586 -0.3812 -0.215
C -0.4224 0.8384 -0.9003 -0.537
C 0.3730 0.7889 0.3741 -0.604
C -0.0666 -0.5592 0.9845 -0.377
H -2.2474 -0.6363 1.4038 0.348
H -1.6819 -1.6004 -0.0196 0.335
H -2.1802 1.2254 0.1670 0.362
H -2.4298 0.2181 -1.1352 0.327
H -0.4972 1.8052 -1.4001 0.368
H -0.1237 0.0486 -1.5866 0.324
H 1.4542 0.7971 0.2506 0.355
H 0.1348 1.6228 1.0459 0.302
H 0.1000 -0.5209 2.0610 0.363
H 0.5528 -1.3664 0.5947 0.262
H 3.1438 -1.1118 -1.3265 0.307
H 4.0819 -0.5890 -0.2838 0.308
O 3.1361 -0.6948 -0.4460 -0.614
```

Properties
HOMO (eV): -14.8546
LUMO energy (eV): -3.257
M (g/mol): 90.15
Multiplicity: 1
Net charge: +1
Relative energy (zero: lowest compared OMol25 entry of this formula, charge and spin) (kJ/mol): 35.7
Kohn-Sham gap (eV): 11.597



# 2
This record from the OMol25 dataset describes 2 unconnected molecules or ions with the total composition C4H12NO in a non-equilibrium geometry. The level of theory is the ωB97M-V functional and the def2-TZVPD basis.

Structure (XYZ):
```
18
Properties=species:S:1:pos:R:3:mulliken_charge:R:1
C 0.0577 -0.0768 -1.4612 -0.581
N -0.5425 -0.1383 -0.0529 0.030
C 0.2738 0.7092 0.8901 -0.667
C 1.4323 1.2451 0.1249 -0.423
C 0.8722 1.3420 -1.3413 -0.615
H -0.6302 -0.1057 -2.4255 0.325
H 0.7328 -0.9399 -1.4697 0.342
H -1.4830 0.1846 -0.0458 0.335
H -0.6131 -1.0834 0.3505 0.279
H -0.4157 1.4843 1.1755 0.356
H 0.4376 0.1389 1.8680 0.313
H 2.0751 0.3790 0.0436 0.273
H 1.9957 2.0137 0.6683 0.378
H 0.1726 2.2086 -1.5008 0.309
H 1.5608 1.2922 -2.2267 0.355
H -1.5520 -3.0742 2.4679 0.324
H -2.6361 -2.9543 1.3318 0.319
O -1.7381 -2.6250 1.6033 -0.653
```

Properties
HOMO (eV): -15.5845
LUMO energy (eV): -3.055
M (g/mol): 90.15
Multiplicity: 1
Net charge: +1
Relative energy (zero: lowest compared OMol25 entry of this formula, charge and spin) (kJ/mol): 99.7
Kohn-Sham gap (eV): 12.530



# 3
This record from the OMol25 dataset describes a gas-phase ion, C4H12NO (charge +1) in a non-equilibrium geometry. The level of theory is the ωB97M-V functional and the def2-TZVPD basis.

Structure (XYZ):
```
18
Properties=species:S:1:pos:R:3:mulliken_charge:R:1
C -1.0466 -1.2382 -0.3691 -0.877
N -0.4639 0.0709 -0.3487 -0.035
C -1.6431 1.1079 -0.5603 -0.735
C 0.4137 0.4844 0.9028 -0.711
C 1.8799 -0.1432 0.6455 -0.383
O 2.1161 0.1904 -0.7124 -0.527
H -0.3819 -2.0603 -0.0330 0.289
H -1.9284 -1.3480 0.2434 0.370
H -1.3944 -1.4694 -1.3541 0.405
H 0.3722 0.2169 -0.9353 0.425
H -2.2280 0.8441 0.4053 0.353
H -1.1903 2.0814 -0.5459 0.307
H -2.1748 0.8073 -1.4346 0.350
H 0.4758 1.5193 0.9283 0.393
H 0.0936 0.0669 1.8427 0.360
H 2.5873 0.3180 1.4212 0.345
H 1.6150 -1.1318 0.8331 0.342
H 2.8980 -0.3166 -0.9290 0.331
```

Properties
HOMO (eV): -15.6476
LUMO energy (eV): -2.787
M (g/mol): 90.15
Multiplicity: 1
Net charge: +1
Structure (SMILES): C[NH+](C)CCO
Relative energy (zero: lowest compared OMol25 entry of this formula, charge and spin) (kJ/mol): 190.7
Kohn-Sham gap (eV): 12.861



# 4
This record from the OMol25 dataset describes 3 unconnected molecules or ions with the total composition C4H12NO in a non-equilibrium geometry. The level of theory is the ωB97M-V functional and the def2-TZVPD basis.

Structure (XYZ):
```
18
Properties=species:S:1:pos:R:3:mulliken_charge:R:1
C -0.3598 1.5630 2.1432 -0.707
O -0.1058 -1.8592 0.4099 -0.574
C 0.0032 0.7091 1.0952 0.115
C 1.2248 0.9082 0.1926 -0.078
C 0.7919 1.2630 -1.2498 -0.981
N -1.3191 -1.7906 -1.9536 -0.530
H 0.1620 2.4983 2.4546 0.304
H -1.3856 1.4623 2.4558 0.319
H 0.4924 -2.5322 0.9418 0.315
H -0.3993 -0.3106 1.0939 0.444
H 1.9301 1.7079 0.6600 0.359
H 1.6491 -0.1482 0.1009 0.199
H 1.6673 1.3907 -1.9268 0.324
H 0.0696 0.6215 -1.6066 0.309
H 0.2699 2.3496 -1.3045 0.290
H -0.8847 -2.5922 -2.4450 0.295
H -2.3411 -1.7850 -2.1648 0.302
H -1.1102 -1.9141 -0.9511 0.294
```

Properties
HOMO (eV): -13.8817
LUMO energy (eV): -9.845
M (g/mol): 90.15
Multiplicity: 1
Net charge: +1
Relative energy (zero: lowest compared OMol25 entry of this formula, charge and spin) (kJ/mol): 926.2
Kohn-Sham gap (eV): 4.036